Computed, not measured: a structure of composition C20H42IN2O7PS, with ωB97M-V/def2-TZVPD.

The geometry in ORCA input format:
```
! RIJCOSX wB97M-V def2-TZVPD def2/J DEFGRID3
* xyz 0 1
C 3.3791 -1.4033 4.1819
C 3.9500 -2.0620 3.3530
C 4.6157 -2.8703 2.3273
C 3.8078 -2.8984 1.0150
C 4.2915 -1.8733 -0.0070
C 3.4696 -1.9601 -1.3021
C 4.1870 -2.6693 -2.4570
O 3.5372 -3.9168 -2.6953
O 4.5664 -4.8732 -3.0219
O 3.1216 -0.6330 -1.7210
C 1.7731 -0.3249 -1.8204
I 0.8151 -1.5731 -3.3662
C 1.0946 -0.4772 -0.4418
O 0.0328 -1.4104 -0.4253
C -0.7300 -1.5507 0.7662
S 0.2175 -1.1815 2.3003
C -1.9794 -0.6384 0.7718
C -1.8588 0.8235 0.3751
N -1.0363 1.6221 1.2724
C -1.1919 -3.0258 0.8118
C -1.3249 -3.7474 -0.5348
C -2.3586 -3.1168 -1.4631
C -1.7389 -5.2006 -0.2478
P 1.8073 1.4405 -2.5445
N 0.1577 1.7426 -2.8694
O 1.9435 2.2692 -1.1311
H 2.8460 -0.8330 4.8998
H 4.7370 -3.8804 2.7209
H 5.6148 -2.4679 2.1506
H 2.7589 -2.7034 1.2481
H 3.8578 -3.9013 0.5819
H 4.1436 -0.8684 0.3960
H 5.3570 -2.0104 -0.1963
H 2.5614 -2.5268 -1.0740
H 5.2290 -2.8786 -2.2182
H 4.1447 -2.0451 -3.3518
H 4.2366 -5.6411 -2.5393
H 1.8763 -0.8023 0.2476
H 0.7728 0.5000 -0.0853
H 0.9560 -2.2966 2.3087
H -2.3982 -0.6925 1.7821
H -2.7167 -1.0831 0.1035
H -2.8836 1.2149 0.3222
H -1.4677 0.9011 -0.6398
H -1.1271 1.3390 2.2369
H -1.2377 2.6094 1.1917
H -2.1602 -3.0614 1.3197
H -0.4761 -3.5887 1.4111
H -0.3551 -3.7783 -1.0341
H -2.1072 -2.0859 -1.7116
H -3.3402 -3.1243 -0.9786
H -2.4279 -3.6736 -2.3986
H -1.1620 -5.6253 0.5751
H -1.5818 -5.8181 -1.1335
H -2.8000 -5.2475 0.0078
H -0.0160 1.6600 -3.8636
H -0.5042 1.1453 -2.3869
H 1.0895 2.5700 -0.8018
C -3.6016 4.2851 -0.0662
O -2.8676 4.8596 0.9997
C -2.0786 5.9745 0.6112
C -2.7355 7.2860 0.9775
O -3.9369 7.4952 0.2569
C -5.1065 7.2195 1.0035
H -4.3027 3.5741 0.3684
H -4.1576 5.0346 -0.6336
H -2.9291 3.7491 -0.7472
H -1.8839 5.9464 -0.4657
H -1.1192 5.9002 1.1318
H -2.0520 8.1035 0.7295
H -2.9247 7.3172 2.0555
H -5.2702 7.9828 1.7719
H -5.0581 6.2378 1.4816
H -5.9442 7.2372 0.3088
*
```

Computed properties:
* calculated total energy: -66952.880 eV
* largest force on an atom: 0.57 eV/Å
* orbital gap: 9.3 eV
* LUMO energy: 0.44 eV
* highest occupied orbital energy: -0.3252 Eh

Computed, not measured: an isolated molecule of C7H11NO2S at a distorted geometry, with ωB97M-V/def2-TZVPD.

The geometry in ORCA input format:
```
! RIJCOSX wB97M-V def2-TZVPD def2/J DEFGRID3
* xyz 0 1
C 2.9738 -1.4471 -0.1476
C 3.4908 -0.2700 -0.3780
C 1.5607 -1.5676 0.0899
C -1.0764 -0.3459 1.3425
C -0.5975 1.6284 -0.1230
C -0.9963 -0.5824 -1.2323
C -0.4195 0.1167 0.0447
N 1.0542 -0.1692 0.0706
O 0.8444 -2.4758 0.4044
O 2.5915 1.7118 1.0051
S 2.2293 1.0452 -0.2391
H 3.5937 -2.3424 -0.1193
H 4.5262 -0.0023 -0.8538
H -0.8544 -1.4587 1.3103
H -0.6785 0.1445 2.2302
H -2.1369 -0.3137 1.2145
H -0.1973 2.0436 -0.9984
H -0.0694 2.1175 0.6787
H -1.6049 1.8380 0.1002
H -1.3976 -1.4336 -0.7974
H -1.7291 0.0284 -1.6762
H -0.1796 -0.7255 -1.8435
*
```

Computed properties:
* calculated total energy: -23855.590 eV
* largest force on an atom: 4.71 eV/Å
* orbital gap: 9.1 eV
* LUMO energy: -0.43 eV
* highest occupied orbital energy: -0.3496 Eh

Computed, not measured: a structure of composition C22H31Br2N6O5Tm, with ωB97M-V/def2-TZVPD.

The geometry in ORCA input format:
```
! RIJCOSX wB97M-V def2-TZVPD def2/J DEFGRID3
* xyz 0 3
Tm -0.0833 0.6030 -0.1252
O -0.0327 0.0060 -2.1791
C 0.5250 -0.8951 -2.9356
C 0.6284 -0.7025 -4.3259
C 1.2585 -1.6321 -5.1250
C 1.8098 -2.7982 -4.5860
C 1.7074 -3.0082 -3.2282
C 1.0715 -2.0826 -2.3897
C 1.0019 -2.4027 -0.9765
N 0.4520 -1.6898 -0.0602
N 0.4202 -2.3212 1.1991
C 0.1415 -1.4749 2.1428
O -0.0011 -0.1950 2.0065
C -0.1124 -2.0456 3.5036
C -0.0070 -3.4116 3.7554
C -0.2949 -3.9125 5.0150
C -0.6920 -3.0584 6.0371
C -0.7911 -1.6961 5.7948
C -0.5000 -1.1935 4.5333
H 0.2029 0.2031 -4.7393
H 1.3298 -1.4501 -6.1910
H 2.3060 -3.5191 -5.2208
H 2.1243 -3.9068 -2.7860
H 1.4447 -3.3506 -0.6681
H 0.3003 -4.0657 2.9511
H -0.2072 -4.9754 5.2004
H -0.9168 -3.4550 7.0190
H -1.0866 -1.0225 6.5898
H -0.5646 -0.1316 4.3320
Br -1.6271 2.6508 -1.8812
C -3.3170 1.7203 -2.0997
Br -3.2385 -0.1147 -2.6540
H -3.8520 2.2707 -2.8606
H -3.7968 1.7558 -1.1319
C -3.0624 -2.3059 1.1354
N -3.1737 -1.1401 1.9968
C -2.7423 0.0804 1.6348
N -2.8281 1.0905 2.5353
O -2.3278 0.2949 0.4754
H -4.0490 -2.6856 0.8691
H -2.4871 -3.0848 1.6347
H -2.5397 -2.0158 0.2288
H -3.4300 -1.2822 2.9591
H -2.8895 0.8504 3.5108
H -2.2205 1.8687 2.2999
N 0.8109 4.3105 1.4421
C 0.3436 3.0857 1.7885
N 0.9211 2.4586 2.8432
O -0.6682 2.6036 1.2416
H 1.7775 4.5225 1.6243
H 0.4563 4.6478 0.5622
H 1.8824 2.6854 3.0424
H 0.7113 1.4620 2.8625
C 2.2645 2.8639 -2.0316
C 2.7752 1.9992 -0.8797
C 3.8298 2.7573 -0.0722
C 3.4198 0.7323 -1.4464
O 1.7052 1.6580 -0.0381
H 3.0823 3.2427 -2.6497
H 1.7116 3.7208 -1.6339
H 1.5924 2.2832 -2.6687
H 4.7583 2.8858 -0.6334
H 4.0559 2.2015 0.8400
H 3.4733 3.7553 0.2013
H 4.1962 0.9709 -2.1779
H 2.6743 0.1107 -1.9423
H 3.8715 0.1465 -0.6420
*
```

Computed properties:
* calculated total energy: -212117.796 eV
* largest force on an atom: 0.68 eV/Å
* <S²>: 2.0020
* orbital gap (spin up / spin down): 7.8 / 7.8 eV
* LUMO energy (spin up / spin down): 0.40 / 0.40 eV
* highest occupied orbital energy (spin up / spin down): -0.2723 / -0.2724 Eh

Computed, not measured: a cluster of 11 separate species, C25H44Cl20N2O8P in total at a distorted geometry, with ωB97M-V/def2-TZVPD.

The geometry in ORCA input format:
```
! RIJCOSX wB97M-V def2-TZVPD def2/J DEFGRID3
* xyz -1 1
C -0.6339 3.7652 1.7972
C -1.1018 3.6810 0.3223
C -1.4192 2.2202 -0.0319
O -0.2593 1.5082 0.2726
P -0.1257 -0.2194 0.0561
C 1.6103 -0.0051 0.7988
C 2.1173 1.3988 0.6730
O 2.8551 1.7966 -0.2099
C 0.3695 0.1153 -1.7256
C 1.0102 -1.0153 -2.5396
C 2.5455 -1.1790 -2.3318
C 2.9652 -2.5058 -1.7301
O 4.3540 -2.3893 -1.3097
C 4.7096 -3.2307 -0.2982
C 4.2013 -2.9203 1.0898
O 5.4479 -4.1563 -0.5204
N 0.0297 -2.0922 -0.0651
C 0.5304 -2.6946 0.8449
O 1.0050 -3.3124 1.7322
O -0.7502 -0.4501 1.6579
C -2.1121 -0.7766 1.7456
C -2.6770 -0.9356 0.3175
O -3.0307 -2.2911 -0.0694
C -3.9000 -2.8329 0.7157
N -4.5117 -3.4443 1.4821
O -1.7640 -0.4364 -0.5580
H -1.2070 4.5087 2.3527
H -0.7623 2.8130 2.3152
H 0.4219 4.0272 1.8449
H -0.2530 3.9903 -0.2894
H -1.9647 4.3253 0.1343
H -1.6700 2.2033 -1.0986
H -2.2897 1.9324 0.5776
H 1.5658 -0.1973 1.8732
H 2.3432 -0.6531 0.3202
H 1.8207 2.1212 1.4455
H -0.5589 0.3821 -2.2286
H 1.0146 0.9888 -1.8150
H 0.9248 -0.7113 -3.5915
H 0.4779 -1.9631 -2.4854
H 3.0286 -1.0987 -3.3085
H 2.9266 -0.3467 -1.7392
H 2.9714 -3.2810 -2.5028
H 2.3148 -2.8424 -0.9219
H 3.3937 -3.6208 1.3097
H 3.7744 -1.9184 1.0715
H 5.0023 -3.0009 1.8168
H -2.6910 -0.1180 2.3930
H -2.0962 -1.7733 2.2161
H -3.5039 -0.2154 0.2341
C 5.2131 1.9044 3.7287
Cl 4.9271 2.4228 5.4034
Cl 3.7302 1.8997 2.7759
H 5.9226 2.5838 3.2707
H 5.6134 0.8967 3.7478
C 4.2677 -6.5196 3.0906
Cl 5.4392 -5.4090 3.8183
Cl 2.8686 -5.6730 2.4299
H 4.7571 -7.0593 2.2884
H 3.9268 -7.2051 3.8573
C 2.9588 -0.8841 6.0237
Cl 3.0047 -1.3004 4.3085
Cl 1.8676 0.4683 6.3387
H 2.6118 -1.7510 6.5736
H 3.9564 -0.6085 6.3467
C 0.1806 -3.6546 6.2174
Cl 0.8804 -3.6096 7.8523
Cl -1.5326 -3.2377 6.2295
H 0.7077 -2.9431 5.5906
H 0.2936 -4.6570 5.8235
C -1.6490 -2.1746 -5.2429
Cl -1.9573 -1.4924 -3.6536
Cl -1.1953 -0.9158 -6.4119
H -0.8363 -2.8885 -5.1656
H -2.5464 -2.6671 -5.5937
C -3.1403 -0.5324 -9.6248
Cl -2.9059 -2.1859 -10.2073
Cl -4.8453 -0.0693 -9.6227
H -2.7659 -0.4689 -8.6097
H -2.5988 0.1439 -10.2752
C -4.4541 6.5609 2.9910
Cl -3.9008 4.9587 3.4838
Cl -3.1834 7.7806 3.1566
H -4.7551 6.5159 1.9512
H -5.2911 6.8464 3.6171
C 2.7928 5.2436 -0.1092
Cl 3.6714 5.4920 1.4081
Cl 1.1772 5.9677 -0.0543
H 3.3529 5.7084 -0.9114
H 2.6931 4.1734 -0.2817
C -6.4933 -1.7447 -6.0928
Cl -7.4150 -0.2370 -6.1481
Cl -4.7539 -1.4538 -6.0179
H -6.7878 -2.2994 -5.2099
H -6.7094 -2.3151 -6.9885
C -4.8174 4.7375 -1.6777
Cl -3.8687 3.6869 -2.7312
Cl -4.3261 4.5920 0.0165
H -4.6741 5.7650 -1.9906
H -5.8613 4.4585 -1.7590
*
```

Computed properties:
* calculated total energy: -305737.806 eV
* largest force on an atom: 3.18 eV/Å
* orbital gap: 8.0 eV
* LUMO energy: 1.80 eV
* highest occupied orbital energy: -0.2291 Eh